Entry 1:
{
  "formula": "C3H9NS",
  "method": "ωB97M-V with the def2-TZVPD basis set",
  "elements": ["S", "H", "C", "C", "C", "N", "H", "H", "H", "H", "H", "H", "H", "H"],
  "positions_angstrom": [[1.45, 1.87, -2.13], [1.01, 3.14, -2.09], [0.30, -1.01, 1.60], [-0.36, -0.43, 0.38], [-1.26, -1.12, -0.36], [-0.21, 0.95, 0.25], [0.02, -2.07, 1.64], [1.40, -0.95, 1.60], [-0.08, -0.52, 2.50], [-1.72, -0.72, -1.28], [-1.52, -2.12, -0.06], [0.64, 1.33, 0.68], [-0.14, 1.24, -0.76], [0.46, 0.41, -1.96]],
  "multiplicity": 1,
  "lumo_ev": -0.87
}

Entry 2:
{
  "formula": "C3H9NS2",
  "method": "ωB97M-V with the def2-TZVPD basis set",
  "elements": ["S", "S", "C", "C", "C", "N", "H", "H", "H", "H", "H", "H", "H", "H", "H"],
  "positions_angstrom": [[-1.45, 2.46, -1.03], [0.33, 2.44, 0.15], [0.19, 0.95, 1.15], [0.75, -0.31, 0.53], [-0.12, -0.90, -0.56], [0.26, -2.29, -0.82], [-2.35, 3.10, -0.24], [0.72, 1.12, 2.09], [-0.85, 0.79, 1.47], [1.77, -0.12, 0.17], [0.89, -1.06, 1.29], [-1.16, -0.91, -0.21], [-0.07, -0.23, -1.40], [-0.19, -2.65, -1.65], [1.26, -2.38, -0.97]],
  "multiplicity": 2,
  "charge": -1,
  "lumo_ev": [3.80, 3.81]
}

Entry 3:
{
  "formula": "C3H9NS2",
  "method": "ωB97M-V with the def2-TZVPD basis set",
  "elements": ["C", "C", "N", "H", "H", "H", "H", "H", "C", "S", "S", "H", "H", "H", "H"],
  "positions_angstrom": [[-1.44, 1.75, -0.79], [-0.79, 1.38, 0.35], [-1.23, 1.24, 1.68], [-2.62, 1.95, -0.79], [-1.04, 1.56, -1.79], [0.36, 1.48, 0.13], [-2.23, 0.93, 1.73], [-0.66, 0.65, 2.29], [2.31, -1.33, -0.82], [0.57, -1.27, -1.14], [-0.18, -2.52, 0.51], [2.59, -1.22, 0.28], [2.64, -2.35, -0.98], [2.83, -0.64, -1.41], [-1.11, -1.60, 0.75]],
  "multiplicity": 1,
  "smiles": "C=CN.CSS",
  "lumo_ev": 0.02
}

Entry 4:
{
  "formula": "C3H9NS2",
  "method": "ωB97M-V with the def2-TZVPD basis set",
  "elements": ["C", "S", "S", "C", "C", "N", "H", "H", "H", "H", "H", "H", "H", "H", "H"],
  "positions_angstrom": [[1.43, 0.45, -2.25], [1.03, -0.83, -1.00], [-1.10, 0.26, -0.60], [-0.51, 1.07, 0.83], [0.00, 0.24, 1.99], [-0.89, -0.83, 2.45], [0.70, 0.79, -2.96], [1.87, 1.32, -1.72], [2.24, -0.09, -2.76], [-1.38, 1.65, 1.14], [0.21, 1.86, 0.61], [0.31, 0.87, 2.83], [0.92, -0.23, 1.57], [-0.64, -1.67, 1.96], [-1.85, -0.58, 2.24]],
  "multiplicity": 1,
  "smiles": "CSSCCN",
  "lumo_ev": -0.69
}

Entry 5:
{
  "formula": "C3H9NS2",
  "method": "ωB97M-V with the def2-TZVPD basis set",
  "elements": ["N", "C", "C", "C", "S", "S", "H", "H", "H", "H", "H", "H", "H", "H", "H"],
  "positions_angstrom": [[-1.10, -1.09, -3.10], [-0.70, -0.49, -1.84], [0.60, -1.09, -1.27], [1.16, -0.27, -0.08], [-0.10, -0.21, 1.23], [0.22, 1.65, 2.06], [-0.33, -1.06, -3.76], [-1.29, -2.08, -3.02], [-0.66, 0.58, -1.95], [-1.46, -0.59, -1.07], [0.44, -2.12, -0.98], [1.34, -0.90, -2.04], [2.06, -0.69, 0.33], [1.27, 0.71, -0.52], [-1.01, 2.17, 1.94]],
  "multiplicity": 1,
  "smiles": "NCCCSS",
  "lumo_ev": 0.55
}

Entry 6:
{
  "formula": "C3H9NS2",
  "method": "ωB97M-V with the def2-TZVPD basis set",
  "elements": ["C", "N", "C", "C", "S", "S", "H", "H", "H", "H", "H", "H", "H", "H", "H"],
  "positions_angstrom": [[-0.60, 0.18, -2.37], [0.32, 0.06, -1.22], [-0.26, 0.56, 0.00], [0.64, 0.28, 1.20], [0.67, -1.59, 1.44], [0.90, -1.60, 3.54], [-1.22, 1.07, -2.32], [0.03, 0.13, -3.26], [-1.37, -0.61, -2.40], [0.83, -0.78, -1.39], [-1.26, 0.14, 0.10], [-0.41, 1.66, -0.05], [1.64, 0.57, 0.89], [0.33, 0.79, 2.10], [-0.24, -0.86, 3.74]],
  "multiplicity": 1,
  "smiles": "CNCCSS",
  "lumo_ev": 0.47
}

Entry 7:
{
  "formula": "C3H9NSi",
  "method": "ωB97M-V with the def2-TZVPD basis set",
  "elements": ["C", "C", "C", "N", "Si", "H", "H", "H", "H", "H", "H", "H", "H", "H"],
  "positions_angstrom": [[-1.80, 0.76, 0.78], [-0.01, -1.92, -0.34], [2.24, 0.92, 0.09], [-1.72, 0.50, -0.68], [-0.32, -0.16, 0.19], [-1.68, 1.76, 1.04], [-2.84, 0.46, 1.17], [-0.96, -2.32, -0.70], [0.86, -1.88, -0.92], [0.21, -2.50, 0.52], [2.39, 1.57, 0.93], [2.88, 0.01, 0.05], [2.28, 1.48, -0.89], [-1.52, 1.32, -1.23]],
  "multiplicity": 1,
  "lumo_ev": 0.24
}

Entry 8:
{
  "formula": "C3H9NSi",
  "method": "ωB97M-V with the def2-TZVPD basis set",
  "elements": ["C", "C", "C", "N", "Si", "H", "H", "H", "H", "H", "H", "H", "H", "H"],
  "positions_angstrom": [[-1.82, -0.50, -0.82], [-1.37, 0.29, 0.46], [0.07, 0.61, 0.18], [0.98, -0.30, 0.45], [2.55, -0.30, -0.05], [-1.85, 0.43, -1.53], [-2.74, -1.06, -0.62], [-1.05, -1.19, -1.26], [-1.28, -0.52, 1.27], [-2.14, 1.10, 0.74], [0.16, 1.58, -0.40], [2.83, -1.09, -1.22], [3.24, -0.79, 1.05], [3.00, 0.87, -0.65]],
  "multiplicity": 1,
  "smiles": "CC/C=N/[SiH3]",
  "lumo_ev": 0.63
}

What are the relative energy (zero: lowest compared OMol25 entry of this formula, charge and spin) values for these records? In order: 72.5, 16.0, 46.2, 28.0, 10.6, 22.4, 71.1, 35.0 kcal/mol.
What are the calculated total energy values for these records? In order: -15579.185, -26417.053, -26415.672, -26416.464, -26417.218, -26416.705, -12621.181, -12622.746 eV.